Record 1
Below is C10H7InN3O6 as an isolated structure at a distorted geometry, with properties calculated with ωB97M-V/def2-TZVPD.

Properties
Net charge: +3
Orbital gap in eV: 6.12
LUMO energy in Eh: -0.4840

Structure (XYZ):
```
27
C10H7InN3O6 | OMol25 | ωB97M-V/def2-TZVPD
O -4.35 -3.81 -1.92
C -3.51 -3.11 -1.55
In -1.49 -1.41 -0.63
O 0.83 -3.05 -2.23
C -0.03 -2.52 -1.69
C -2.87 -0.24 0.45
O -3.56 0.44 1.07
C -1.18 -2.62 1.07
O -0.94 -3.22 2.02
C -1.73 -0.13 -2.29
O -1.79 0.61 -3.18
C 0.68 3.67 0.37
N 0.96 2.25 0.45
C 2.16 1.79 0.91
C 2.42 0.45 0.99
C 1.49 -0.49 0.60
N 0.30 -0.02 0.14
C -0.03 1.33 0.04
O -1.12 1.72 -0.38
N 1.78 -1.81 0.68
H 0.47 3.97 -0.66
H 1.54 4.25 0.72
H -0.18 3.94 0.99
H 2.89 2.53 1.21
H 3.37 0.12 1.35
H 2.69 -2.04 1.03
H 1.20 -2.59 0.44
```

***

Record 2
Below is C10H7N2O5Ru as an isolated structure at a distorted geometry, with properties calculated with ωB97M-V/def2-TZVPD.

Properties
2S+1: 5
⟨S²⟩: 6.038
Net charge: +3
Orbital gap (spin up / spin down) in eV: 4.46 / 6.66
LUMO energy (spin up / spin down) in Eh: -0.4443 / -0.5120

Structure (XYZ):
```
25
C10H7N2O5Ru | OMol25 | ωB97M-V/def2-TZVPD
O 1.18 0.25 -5.10
C 1.27 0.35 -3.96
Ru 0.40 0.26 0.84
O -1.20 -1.39 -1.18
C -0.60 -0.76 -0.43
C 1.16 0.61 2.59
O 1.48 0.74 3.69
C -0.38 1.93 0.42
O -0.87 2.96 0.22
C 2.09 0.21 -0.06
O 3.10 0.09 -0.62
H 1.08 0.35 -2.66
N -2.78 -2.59 5.60
C -2.33 -2.00 4.47
C -2.50 -0.62 4.25
C -1.94 -0.02 3.13
N -1.18 -0.71 2.23
C -1.13 -2.05 2.37
C -1.63 -2.71 3.49
H -3.28 -2.07 6.30
H -2.64 -3.58 5.76
H -3.05 -0.03 4.96
H -2.10 1.04 2.92
H -0.63 -2.61 1.58
H -1.45 -3.78 3.60
```

***

Record 3
Below is one molecule with the formula C10H7N3O3S at a distorted geometry, with properties calculated with ωB97M-V/def2-TZVPD.

Properties
Orbital gap in eV: 7.90
LUMO energy in Eh: -0.0311
Structure (SMILES): O=C(Nc1nccs1)c1ccccc1[N+](=O)[O-]

Structure (XYZ):
```
24
C10H7N3O3S | OMol25 | ωB97M-V/def2-TZVPD
O 0.70 2.01 1.99
C 0.17 1.14 1.34
N -1.18 1.11 1.15
C -1.96 0.31 0.37
N -3.23 0.49 0.27
C -3.81 -0.42 -0.55
C -2.97 -1.33 -1.10
S -1.35 -1.05 -0.57
C 0.97 -0.03 0.83
C 1.14 -1.14 1.64
C 1.98 -2.17 1.25
C 2.67 -2.09 0.05
C 2.53 -0.99 -0.76
C 1.68 0.04 -0.37
N 1.49 1.17 -1.23
O 0.55 1.90 -0.99
O 2.27 1.32 -2.15
H -1.68 1.91 1.53
H -4.87 -0.37 -0.71
H -3.19 -2.13 -1.77
H 0.61 -1.20 2.58
H 2.09 -3.03 1.88
H 3.33 -2.90 -0.25
H 3.06 -0.90 -1.70
```

***

Record 4
Below is a 33-piece molecular cluster, C10H84FN2O34S2 overall at a distorted geometry, with properties calculated with ωB97M-V/def2-TZVPD.

Properties
Net charge: +1
Orbital gap in eV: 6.67
LUMO energy in Eh: -0.1812

Structure (XYZ):
```
133
C10H84FN2O34S2 | OMol25 | ωB97M-V/def2-TZVPD
C 2.60 -1.29 0.31
C 1.57 -0.12 -0.21
C 0.96 -0.45 -1.71
N -0.55 -0.51 -1.71
C -1.10 -1.82 -2.22
N -2.32 -1.80 -3.15
C -3.52 -2.32 -2.64
C -3.31 -2.80 -1.08
C -4.07 -2.03 0.14
C -3.61 -0.49 0.44
C -4.02 0.61 -0.70
S -3.13 2.28 -0.41
C -1.68 -2.94 -1.12
S -0.70 -3.27 0.44
O -0.48 -2.05 1.36
O 0.68 -3.86 -0.03
F -1.47 -4.60 1.28
H 2.12 -1.96 1.17
H 2.92 -2.06 -0.53
H 3.60 -0.85 0.76
H 0.74 0.14 0.59
H 2.21 0.88 -0.34
H 1.27 0.44 -2.43
H 1.50 -1.41 -2.11
H -0.92 -0.24 -0.77
H -0.29 -2.46 -2.78
H -2.31 -1.43 -4.13
H -4.57 -2.39 -3.18
H -3.74 -3.91 -0.99
H -5.24 -2.02 -0.04
H -3.91 -2.64 1.15
H -2.47 -0.48 0.74
H -4.18 -0.16 1.44
H -5.18 0.83 -0.64
H -3.76 0.32 -1.80
H -1.90 2.10 -1.11
H -1.54 -3.96 -1.71
O -4.77 5.21 1.16
H -4.68 4.31 0.79
H -4.17 5.74 0.62
O 1.53 -1.57 -4.18
H 1.62 -2.47 -4.55
H 2.13 -1.04 -4.72
O 2.55 1.05 2.43
H 2.22 0.42 3.09
H 3.21 1.57 2.92
O 4.14 -1.41 -6.00
H 4.19 -2.01 -6.76
H 5.05 -1.14 -5.85
O 3.24 0.91 -3.38
H 3.29 0.30 -4.14
H 4.15 1.17 -3.23
O 4.24 2.47 4.22
H 4.23 3.43 4.13
H 4.91 2.31 4.91
O 4.58 1.91 -0.07
H 4.18 1.40 0.65
H 5.52 1.95 0.17
O -3.74 1.61 2.72
H -3.19 1.33 3.47
H -3.10 1.90 2.06
O 6.16 0.12 4.58
H 5.41 -0.14 4.03
H 6.31 -0.64 5.16
O 0.07 -3.08 -6.61
H -0.42 -2.58 -5.94
H 0.23 -3.94 -6.20
O -6.93 -0.56 -0.31
H -7.20 -0.26 0.58
H -7.59 -0.14 -0.90
O 5.91 3.70 1.97
H 5.16 3.43 1.42
H 6.07 2.94 2.55
O -9.02 -0.06 1.72
H -8.90 -0.79 2.36
H -9.94 -0.14 1.45
O 6.36 5.30 -0.71
H 6.46 6.25 -0.51
H 6.26 4.89 0.16
O 7.97 3.77 -3.06
H 7.48 4.26 -2.39
H 8.13 2.90 -2.65
O 4.97 -1.18 6.77
H 4.48 -0.69 7.44
H 5.13 -2.05 7.18
O 1.83 -2.31 6.23
H 1.89 -2.91 5.48
H 2.75 -2.04 6.39
O -0.43 4.38 -1.10
H 0.15 3.85 -1.67
H -0.45 3.89 -0.27
O -5.97 -4.54 -0.24
H -5.86 -5.26 0.39
H -6.90 -4.62 -0.52
O -7.07 3.77 2.49
H -6.98 2.88 2.12
H -6.47 4.31 1.95
O 5.06 -3.47 0.96
H 4.31 -3.74 0.42
H 5.21 -4.23 1.54
O 5.84 3.76 -5.34
H 5.83 4.72 -5.43
H 6.51 3.60 -4.65
O -8.36 -3.45 -2.25
H -8.17 -2.94 -1.44
H -7.59 -3.29 -2.81
O 9.96 1.82 -3.32
H 10.03 2.77 -3.47
H 10.79 1.46 -3.67
O 8.63 2.00 3.94
H 9.01 1.75 4.80
H 7.73 1.64 3.98
O 5.83 -2.46 -7.86
H 5.92 -3.35 -8.22
H 6.43 -1.92 -8.39
O 6.63 1.83 6.69
H 6.69 1.22 5.94
H 7.55 2.09 6.85
O -8.64 -6.70 -1.43
H -8.57 -5.75 -1.58
H -7.81 -7.06 -1.78
O -8.96 3.85 5.12
H -8.77 4.35 5.92
H -8.19 4.00 4.56
O -6.85 4.00 -1.10
H -6.83 4.70 -1.77
H -6.85 4.48 -0.26
O 0.56 -0.69 3.90
H -0.19 -0.96 3.35
H 0.71 -1.45 4.47
O -11.14 -1.61 0.09
H -11.89 -1.88 -0.46
H -10.99 -2.38 0.66
```